{"formula": "C37H45FeGeN13O7", "method": "ωB97M-V/def2-TZVPD", "symbols": ["Ge", "Fe", "O", "O", "O", "O", "O", "O", "O", "N", "N", "N", "N", "N", "N", "N", "N", "N", "N", "N", "N", "N", "C", "C", "C", "C", "C", "C", "C", "C", "C", "C", "C", "C", "C", "C", "C", "C", "C", "C", "C", "C", "C", "C", "C", "C", "C", "C", "C", "C", "C", "C", "C", "C", "C", "C", "C", "C", "C", "H", "H", "H", "H", "H", "H", "H", "H", "H", "H", "H", "H", "H", "H", "H", "H", "H", "H", "H", "H", "H", "H", "H", "H", "H", "H", "H", "H", "H", "H", "H", "H", "H", "H", "H", "H", "H", "H", "H", "H", "H", "H", "H", "H", "H"], "coordinates": [[4.4642, -19.3648, 17.8739], [7.2907, -14.8399, 14.7950], [8.7846, -15.8413, 15.9719], [10.2642, -13.4113, 22.3999], [8.8462, -12.3563, 21.2332], [11.0377, -18.5404, 19.4037], [10.1877, -18.2555, 21.3878], [9.1380, -13.6420, 16.2056], [2.5435, -11.0147, 14.6094], [7.6995, -12.2342, 13.5556], [10.4553, -17.8935, 20.2630], [5.5303, -14.4475, 13.4770], [0.3973, -10.7083, 14.9236], [5.0597, -14.8920, 18.5420], [6.8605, -11.2461, 11.5678], [5.1646, -13.5693, 18.2597], [8.7064, -14.4213, 13.3965], [9.6205, -13.2859, 21.4233], [6.9744, -12.2773, 10.7750], [6.1259, -14.6019, 16.5922], [0.6748, -10.4576, 13.5637], [6.8993, -16.7231, 13.6797], [0.6241, -11.4076, 17.7727], [10.0592, -15.5651, 20.7826], [3.0366, -11.6110, 17.3504], [9.2984, -15.0734, 18.1503], [2.5513, -9.9262, 9.8589], [6.4297, -19.1249, 17.8325], [1.9634, -10.3722, 10.9867], [2.7225, -10.4999, 12.1977], [5.8044, -13.4207, 17.0937], [7.7852, -16.5494, 12.5609], [9.1105, -14.8057, 16.6933], [4.7074, -10.1500, 10.9414], [1.4968, -11.0314, 15.4823], [3.2279, -12.0295, 18.6649], [3.9576, -9.8236, 9.8226], [0.8200, -11.8842, 19.0700], [3.7491, -18.2984, 19.3288], [3.9304, -21.2407, 17.7893], [5.6203, -15.4755, 17.5138], [9.6601, -16.3493, 18.5492], [8.3436, -13.2244, 12.6325], [10.0352, -16.5398, 19.8528], [2.1047, -12.1252, 19.5260], [5.5237, -16.9438, 13.2041], [9.2313, -13.9944, 19.0594], [4.6220, -12.5175, 19.1136], [4.7320, -15.6797, 13.5060], [7.1328, -11.1417, 12.8721], [5.8056, -13.9160, 12.0807], [4.0970, -10.4117, 12.1787], [9.0406, -15.7071, 12.7834], [7.1884, -13.4748, 11.5232], [1.7589, -11.3037, 16.9140], [1.9241, -10.5995, 13.4416], [6.2561, -10.0632, 10.9425], [9.6405, -14.3001, 20.3647], [3.7572, -18.4727, 16.1281], [2.6808, -18.3053, 16.1279], [0.8821, -10.3791, 11.1377], [3.8437, -11.5311, 16.6290], [4.3366, -17.5328, 16.0011], [6.7867, -18.5206, 18.6614], [9.7118, -16.1827, 13.5450], [7.1835, -15.9916, 11.8427], [-0.3791, -11.2784, 17.4345], [4.9981, -13.7218, 13.9470], [4.2368, -17.3151, 19.4611], [10.4571, -15.7326, 21.7507], [9.1890, -12.7184, 12.0802], [5.4468, -14.6608, 11.3397], [4.3557, -21.8328, 17.0341], [2.8257, -21.2544, 17.4984], [3.8701, -15.7404, 12.8299], [2.0357, -9.5749, 8.9752], [5.3524, -11.7011, 19.0875], [9.5486, -15.5923, 11.8157], [4.4409, -9.4820, 8.9097], [2.6846, -18.1978, 19.2142], [4.5674, -12.8936, 20.1416], [6.1419, -12.4913, 16.7660], [4.6964, -10.4572, 13.0652], [5.5428, -16.5752, 17.3637], [4.3211, -15.7014, 14.5343], [8.4109, -11.8875, 14.2108], [9.7436, -17.0869, 17.7633], [-0.0218, -11.9368, 19.7344], [9.4569, -14.1912, 14.0757], [7.2541, -17.5425, 14.1977], [6.6479, -10.0784, 9.9709], [5.0905, -17.8297, 13.6516], [2.1879, -12.4235, 20.5716], [7.1007, -10.2045, 13.3685], [5.5488, -17.1086, 12.1188], [8.1129, -17.4638, 12.0879], [4.0283, -21.7695, 18.7779], [9.0059, -12.9557, 18.8152], [3.9471, -19.1779, 15.3132], [3.7632, -18.7475, 20.3548], [6.6086, -9.1784, 11.4355], [7.0993, -19.7740, 17.2276], [5.1062, -13.1016, 11.9356], [7.5607, -14.1985, 10.8107]], "multiplicity": 6, "gap_ev": [7.500, 7.473], "total_charge": 1, "s2": 8.7625, "de_lowest_kj_mol": 116.1}